Record 1
This record from the Open Molecules 2025 dataset describes 2 unconnected molecules or ions with the total composition C5H17N2O. The level of theory is ωB97M-V/def2-TZVPD.

Computed properties:
* energy: -385.20970 Eh
* E_LUMO (spin up / spin down): 0.80 / 0.63 eV
* gap between HOMO and LUMO (spin up / spin down): 4.4356 / 9.9633 eV
* energy relative to the best compared isomer or geometry (same formula, charge and spin): 97.0 kcal/mol
* 2S+1: 2
* net charge: 0

Positions of all 25 atoms, in Å:
O: 0.3675 0.5446 -3.0854
N: 1.9941 1.6933 0.5414
N: -0.5060 -0.5060 0.6400
C: -0.4535 0.9710 0.4039
C: -1.3166 -0.8689 1.8533
C: 0.6169 1.4819 1.3022
C: 0.1007 -1.8995 -1.4013
C: -1.0477 -1.2004 -0.5015
H: 2.0590 2.6242 0.1935
H: -2.1746 -1.2973 1.4958
H: 0.3498 -2.8049 -0.8863
H: -0.4580 -1.9742 -2.3673
H: -1.3477 1.5920 0.4320
H: 0.5333 2.5758 1.9907
H: -1.7805 -0.5076 -0.9805
H: 1.8003 1.1052 -0.3194
H: 0.8390 0.8164 2.1945
H: 0.4014 -0.2591 -2.5830
H: 2.7909 1.3422 1.1096
H: -1.5164 -0.2995 2.7051
H: 1.0289 -1.3954 -1.6784
H: -1.6665 -2.1320 -0.2178
H: -0.7700 -1.7994 2.1776
H: 0.3916 1.1362 -2.3279
H: -0.2357 1.0615 -0.6909

Atomic forces in eV per Å
O -0.123 0.634 0.069
N -3.096 -2.907 0.196
N -1.131 1.864 1.446
C 0.269 -1.091 -1.492
C 3.391 -3.077 -1.113
C 2.510 3.667 3.976
C -2.518 1.571 -0.619
C 0.245 -1.552 -0.660
H 0.492 2.006 -0.327
H -2.810 -0.496 -0.606
H 0.093 -0.660 -0.237
H 0.635 -1.071 0.535
H -0.734 -0.375 0.719
H -0.429 -2.898 -2.649
H 0.649 -0.683 -0.560
H 1.147 0.123 0.426
H -0.234 0.289 -1.568
H -0.007 -0.935 -0.327
H 0.497 0.100 0.023
H 0.274 1.795 0.828
H 0.006 0.270 0.835
H 0.880 1.571 -0.081
H -0.467 0.831 0.446
H 0.163 0.910 -0.435
H 0.297 0.114 1.176


Record 2
This record from the Open Molecules 2025 dataset describes 2 unconnected molecules or ions with the total composition C5H17N2O. The level of theory is ωB97M-V/def2-TZVPD.

Computed properties:
* energy: -385.12623 Eh
* E_LUMO: -3.29 eV
* gap between HOMO and LUMO: 9.1207 eV
* energy relative to the best compared isomer or geometry (same formula, charge and spin): 71.9 kcal/mol
* net charge: +1

Positions of all 25 atoms, in Å:
O: 1.7807 -0.7993 4.1143
N: -0.8391 1.1579 -0.6069
N: -0.8304 -1.6793 -1.1216
C: 1.5696 -1.5568 -0.3183
C: 0.0368 0.2570 0.1482
C: -0.1586 2.1828 -1.3586
C: 0.4582 -0.7802 -0.9439
C: -2.0265 1.6873 0.0179
H: -1.5537 -0.8929 -1.2602
H: 0.1696 3.1434 -0.9777
H: -0.7003 -2.3001 -1.9433
H: 2.4863 -1.5297 -1.0724
H: -1.2225 -2.3853 -0.4782
H: 1.5833 -2.6281 -0.1322
H: -2.5075 2.5196 -0.5925
H: -2.7109 0.8033 0.4124
H: -1.6802 2.3060 0.9063
H: -0.8737 2.3941 -2.2576
H: 1.0476 -0.8591 4.7729
H: 0.5995 -0.5577 -2.0022
H: 2.0194 -1.0858 0.4745
H: 0.8014 1.7851 -1.7751
H: 2.2420 -1.6644 4.3204
H: 0.8241 0.6936 0.6901
H: -0.5151 -0.2112 0.9837

Atomic forces in eV per Å
O -0.240 -1.941 1.213
N -0.241 0.147 0.085
N -1.000 0.497 -1.124
C 3.547 -1.619 -4.114
C -2.318 0.133 -2.181
C -0.050 -0.498 -3.549
C -0.794 -2.172 2.955
C -0.550 0.557 2.399
H 0.772 -1.325 -0.280
H -0.516 0.175 1.160
H -0.279 1.060 -0.034
H -1.699 0.010 1.171
H 0.766 0.913 0.868
H -0.998 -0.068 0.078
H 0.191 -1.794 0.267
H 1.037 2.115 -0.990
H -0.710 -0.772 -0.339
H 1.524 -0.041 1.372
H 0.679 0.416 -0.740
H 0.204 1.015 0.539
H 0.475 1.119 2.282
H -0.820 0.020 0.070
H -0.468 1.517 -0.534
H 1.582 0.905 0.100
H -0.095 -0.370 -0.673


Record 3
This record from the Open Molecules 2025 dataset describes 2 unconnected molecules or ions with the total composition C5H17N2O. The level of theory is ωB97M-V/def2-TZVPD.

Computed properties:
* energy: -385.16187 Eh
* E_LUMO: -3.27 eV
* gap between HOMO and LUMO: 9.8098 eV
* energy relative to the best compared isomer or geometry (same formula, charge and spin): 49.5 kcal/mol
* net charge: +1

Positions of all 25 atoms, in Å:
O: 0.3772 -0.4105 -2.9966
N: 1.7836 1.3822 -0.9756
N: 1.1720 -1.2959 0.5660
C: -2.2778 0.0977 0.3254
C: 0.8148 1.1916 0.0540
C: -1.1027 -0.5273 0.9897
C: -1.0646 -0.0273 2.5738
C: 0.1042 -0.2427 0.0965
H: -0.0998 0.4544 2.8530
H: -3.1065 0.2329 1.0970
H: 0.0641 1.9672 0.1153
H: 0.4954 0.2259 -3.7323
H: -1.1626 -1.6041 0.9334
H: 1.5652 0.9651 -1.8953
H: 1.3668 1.3507 1.0409
H: 0.0770 -1.3030 -3.3256
H: -1.1183 -0.9506 3.2262
H: 1.0075 -2.3130 0.3495
H: -0.1220 -0.7583 -0.9282
H: -1.9183 0.6408 2.6947
H: -1.9190 1.1040 -0.0645
H: 2.1245 -0.9596 0.3028
H: 1.0955 -1.4720 1.5685
H: 1.8322 2.3953 -1.0932
H: -2.7319 -0.2474 -0.5390

Atomic forces in eV per Å
O -0.260 -0.812 -0.531
N 0.343 0.122 -1.298
N 0.646 -0.740 0.651
C -0.954 3.322 1.763
C -0.527 -1.620 2.154
C 0.614 0.796 1.200
C 1.140 -1.762 -1.448
C 0.967 -1.437 -1.251
H -0.740 -0.007 -0.324
H 0.966 0.095 -1.240
H -0.672 -0.012 -0.312
H -0.350 -1.045 0.225
H -0.378 -0.546 0.418
H -0.190 0.312 0.992
H -0.695 -0.563 -0.832
H 0.554 1.748 -0.093
H -0.355 1.165 -0.629
H 0.203 1.341 -1.232
H 0.221 2.042 1.531
H 0.365 -0.140 0.379
H -0.783 -0.632 0.966
H -0.639 -0.645 0.236
H 0.461 1.231 0.549
H 0.541 -0.413 -0.265
H -0.480 -1.801 -1.607


Record 4
This record from the Open Molecules 2025 dataset describes 3 unconnected molecules or ions with the total composition C5H17N2O. The level of theory is ωB97M-V/def2-TZVPD.

Computed properties:
* energy: -385.05074 Eh
* E_LUMO: -7.67 eV
* gap between HOMO and LUMO: 6.0291 eV
* energy relative to the best compared isomer or geometry (same formula, charge and spin): 119.2 kcal/mol
* net charge: +1

Positions of all 25 atoms, in Å:
O: 2.2405 -2.8997 0.5706
N: -0.2962 -0.7440 0.7763
N: 0.5879 4.2609 0.0161
C: -0.2797 -1.3338 -1.5561
C: 0.1668 2.0518 0.5064
C: -1.6202 -2.6522 0.1382
C: -1.1084 -1.2935 -0.2943
C: -0.2457 3.0980 -0.4576
H: 2.7404 -3.2992 1.2715
H: 1.9410 -2.0073 0.8261
H: -2.1620 -2.6520 1.0900
H: 1.0478 1.4972 0.1640
H: -0.0072 -0.2992 -1.7908
H: -1.2906 3.4117 -0.4809
H: -0.8316 -0.7145 1.6455
H: 0.0772 2.4750 1.5051
H: 1.5633 3.9472 -0.0842
H: -2.0272 -0.6843 -0.4383
H: 0.5894 4.2976 1.0448
H: -2.3396 -3.0333 -0.5916
H: 0.6813 -1.8170 -1.3879
H: 0.0412 2.8985 -1.4900
H: -0.7876 -1.7833 -2.4024
H: 0.0009 0.2395 0.6700
H: -0.8190 -3.3979 0.1945

Atomic forces in eV per Å
O -0.718 0.767 -0.852
N -0.216 0.801 1.109
N 1.056 -2.700 1.176
C 0.442 0.687 0.148
C 1.562 2.614 -0.910
C -0.085 -1.000 0.018
C -0.924 -0.033 -0.243
C -1.262 0.450 -1.241
H 0.287 0.038 0.632
H 0.308 -0.804 0.228
H 0.207 0.245 -0.019
H -0.177 -0.092 0.630
H -0.152 0.070 -0.419
H 0.069 -0.202 0.377
H 0.065 -0.397 -0.006
H -0.303 -1.419 0.565
H 0.075 0.627 -0.718
H 0.473 -0.051 -0.120
H -0.755 0.840 -0.098
H 0.112 0.183 -0.085
H -0.123 -0.437 0.083
H -0.009 -0.187 0.146
H -0.082 0.019 -0.015
H 0.144 -0.266 -0.488
H 0.008 0.247 0.101


Record 5
This record from the Open Molecules 2025 dataset describes 2 unconnected molecules or ions with the total composition C5H17N2O. The level of theory is ωB97M-V/def2-TZVPD.

Computed properties:
* energy: -385.19843 Eh
* E_LUMO: -2.86 eV
* gap between HOMO and LUMO: 9.9199 eV
* energy relative to the best compared isomer or geometry (same formula, charge and spin): 26.5 kcal/mol
* net charge: +1

Positions of all 25 atoms, in Å:
O: 1.7264 -1.9345 0.1716
N: 0.2945 0.4997 -1.5457
N: -0.6790 1.1446 0.8218
C: -1.3192 -1.3805 -1.8650
C: 0.3104 0.5212 1.7155
C: 1.5695 1.4166 1.7781
C: -1.1164 0.0646 -1.4063
C: -1.5395 0.2349 0.0802
H: -2.2839 -1.5269 -2.3556
H: 1.4430 -2.7617 0.5815
H: 1.8711 1.2718 2.8290
H: -1.1766 1.9835 1.0631
H: 1.4214 2.4856 1.6793
H: -2.5809 0.5881 0.0163
H: 0.9017 -0.2566 -1.1697
H: 2.6497 -1.7869 0.4197
H: 0.7283 0.7249 -2.4389
H: -1.6639 -0.6835 0.6659
H: -1.7586 0.7696 -1.9384
H: 2.4194 1.0708 1.1830
H: -0.1456 0.6297 2.7297
H: -1.3927 -2.1365 -1.0792
H: 0.4307 1.2430 -0.8276
H: -0.5626 -1.6647 -2.5715
H: 0.4529 -0.5170 1.4632

Atomic forces in eV per Å
O 0.007 0.274 -0.198
N 1.545 -0.908 1.205
N -0.336 -0.758 -2.244
C -0.835 -0.096 -0.287
C -1.253 3.044 1.323
C 0.507 -1.554 1.450
C -0.999 -0.801 0.348
C -0.602 0.481 0.786
H 0.085 0.424 -0.249
H 0.237 0.085 -0.075
H 0.497 0.278 -0.376
H 0.407 0.057 0.785
H -0.397 0.008 -0.342
H 0.363 0.247 0.205
H -0.320 -0.004 -0.067
H -0.219 -0.287 0.048
H -0.760 0.240 -0.299
H 0.462 -0.331 -0.598
H 0.495 -0.127 -0.422
H -0.205 0.162 -0.255
H 0.436 -0.792 -0.450
H 0.616 0.399 0.306
H -0.305 0.310 -0.055
H 0.348 -0.312 -0.398
H 0.225 -0.041 -0.141


Record 6
This record from the Open Molecules 2025 dataset describes 2 unconnected molecules or ions with the total composition C5H17N2O. The level of theory is ωB97M-V/def2-TZVPD.

Computed properties:
* energy: -384.71969 Eh
* E_LUMO (spin up / spin down): -7.25 / -12.57 eV
* gap between HOMO and LUMO (spin up / spin down): 10.1912 / 4.8475 eV
* energy relative to the best compared isomer or geometry (same formula, charge and spin): 47.4 kcal/mol
* 2S+1: 2
* net charge: +2

Positions of all 25 atoms, in Å:
O: -3.6668 1.3252 -0.5288
N: -0.1839 -0.4417 0.0529
N: 1.5791 0.4162 -2.0083
C: 1.6512 -1.0495 -1.6250
C: -0.7570 -0.1874 2.4385
C: 0.3494 -1.5012 -0.8395
C: 1.1699 1.0735 1.4865
C: 0.3810 -0.2491 1.3804
H: 1.2447 1.3825 2.5307
H: -1.3843 0.6627 2.1856
H: 2.4975 -1.2919 -0.9884
H: -0.2731 -0.0237 3.3902
H: 0.8397 0.8042 -1.3960
H: -1.3095 -1.1199 2.4989
H: 2.1370 1.0834 0.9954
H: -0.4494 -2.0003 -1.3879
H: 1.2829 0.5928 -2.9720
H: 0.7201 -2.3132 -0.1952
H: -3.3319 1.6903 -1.3599
H: 1.7082 -1.6131 -2.5465
H: 0.5547 1.8995 1.1158
H: 1.0833 -1.0720 1.5937
H: -4.0589 2.1285 -0.1774
H: -1.1774 -0.7106 0.0878
H: 2.4120 0.9700 -1.7905

Atomic forces in eV per Å
O 0.686 0.378 -0.446
N -0.444 -3.742 0.717
N -0.830 0.138 1.213
C -1.206 -0.599 0.035
C 0.562 -0.107 -0.916
C 1.540 0.316 -0.192
C -0.516 1.187 -0.015
C -0.192 0.693 1.024
H 0.479 -0.580 0.027
H -0.331 -0.015 0.235
H 0.291 0.596 -0.241
H 0.034 0.099 0.296
H 0.379 0.371 -0.522
H -0.207 -0.029 -0.134
H 0.170 -0.162 0.065
H 0.001 0.743 -0.553
H 0.220 -0.146 -0.115
H -0.093 0.208 0.201
H -0.107 -0.410 -0.152
H 0.206 -0.228 -0.052
H -0.002 -0.129 -0.417
H -0.059 0.097 -0.430
H -0.419 -0.012 0.590
H -0.431 1.556 0.074
H 0.269 -0.226 -0.291


Record 7
This record from the Open Molecules 2025 dataset describes 2 unconnected molecules or ions with the total composition C5H17N2Si. The level of theory is ωB97M-V/def2-TZVPD.

Computed properties:
* energy: -599.30521 Eh
* E_LUMO: -3.76 eV
* gap between HOMO and LUMO: 9.8830 eV
* energy relative to the best compared isomer or geometry (same formula, charge and spin): 110.2 kcal/mol
* net charge: +1

Positions of all 25 atoms, in Å:
Si: -0.4480 2.2624 -0.2973
N: 1.2890 -0.2107 0.4964
N: -1.6730 -0.6083 -0.3934
C: -2.2541 -0.4661 0.9592
C: 2.3170 -0.7042 -0.5714
C: 1.8612 0.8620 1.3131
C: -0.7727 0.2532 -0.7479
C: -1.6081 -1.8850 -0.9618
H: -1.4657 -0.0490 1.6121
H: -0.4052 0.1245 -1.7803
H: -3.1023 0.3911 0.8627
H: -1.4280 2.8252 -1.3072
H: -0.7989 -1.8660 -1.7289
H: 2.2828 1.5830 0.6646
H: -2.6939 -1.3274 1.4042
H: 0.8868 1.3160 1.8271
H: -2.4791 -2.2518 -1.5603
H: 1.4946 -1.1155 1.1632
H: 2.6790 0.3013 -1.0820
H: 3.1587 -1.3877 -0.2990
H: 2.5560 0.3800 1.9653
H: 0.6914 2.5005 -1.0662
H: -1.1933 -2.6562 -0.1815
H: -0.6775 3.0275 1.0548
H: 1.7835 -1.2985 -1.3458

Atomic forces in eV per Å
Si -2.906 -0.485 -0.031
N 2.790 -5.373 0.497
N 0.947 1.286 1.864
C -1.527 3.943 -0.359
C -0.512 2.301 -1.631
C -3.363 -0.024 0.650
C -0.456 2.818 -0.145
C 1.567 -3.864 -1.495
H -0.409 -0.381 -0.204
H 0.337 -0.287 0.669
H 1.856 -2.107 0.408
H -0.020 -0.346 0.657
H -0.539 -0.063 0.493
H 0.693 0.942 -0.355
H -0.155 -0.854 -0.224
H 2.567 -0.649 -0.334
H 0.214 0.390 1.235
H -1.898 2.629 -1.705
H -0.295 -2.321 0.825
H -0.514 1.054 0.571
H 0.579 0.695 0.905
H 1.879 0.082 -0.264
H -1.268 1.292 -1.336
H 0.380 -1.239 -1.159
H 0.054 0.562 0.472


Record 8
This record from the Open Molecules 2025 dataset describes 2 unconnected molecules or ions with the total composition C5H17N3. The level of theory is ωB97M-V/def2-TZVPD.

Computed properties:
* energy: -364.18710 Eh
* E_LUMO (spin up / spin down): -7.01 / -8.47 eV
* gap between HOMO and LUMO (spin up / spin down): 9.8193 / 6.3319 eV
* energy relative to the best compared isomer or geometry (same formula, charge and spin): 106.6 kcal/mol
* net charge: +2

Positions of all 25 atoms, in Å:
N: 3.0623 0.6597 0.1989
N: -2.0554 -1.4931 -0.1155
N: -2.2392 0.7294 -1.0558
C: 0.8891 0.7235 -1.0559
C: 1.5102 0.1778 0.2034
C: -1.8677 0.4297 1.4076
C: 1.7134 -1.3869 0.1776
C: -1.8300 -0.1993 0.0088
H: 0.5921 1.6757 -0.8388
H: 3.4196 0.3145 -0.7342
H: 1.0448 0.5370 1.0792
H: 1.9256 -1.7977 -0.7889
H: -1.4920 1.3410 -1.2629
H: -1.6161 -0.3691 2.2925
H: 1.0207 0.3364 -2.1221
H: 0.8625 -1.7564 0.5844
H: 3.0200 1.6138 0.1654
H: -3.0935 1.2563 -0.7927
H: -2.1122 -1.9089 -1.1045
H: 2.6795 -1.5934 0.7685
H: -1.3368 1.4085 1.7715
H: -2.8522 0.8039 1.4895
H: -2.5937 0.2396 -1.8808
H: -2.4028 -2.0248 0.5929
H: 3.7518 0.2828 1.0117

Atomic forces in eV per Å
N 0.807 -4.052 0.624
N 0.360 -0.060 -5.428
N -2.598 -1.041 0.153
C 0.696 -2.560 0.058
C 2.457 -2.871 -2.938
C 1.676 -0.780 2.043
C 3.452 2.603 0.651
C 2.388 2.034 2.128
H -1.083 2.747 -0.416
H -0.121 0.475 1.319
H -0.206 0.466 1.025
H -0.251 0.076 -0.772
H 0.914 0.990 -0.586
H -0.888 1.862 -2.419
H -0.045 0.472 1.875
H -2.232 -1.864 1.327
H 0.579 3.411 0.099
H 0.286 0.315 0.265
H 0.119 0.589 2.338
H -1.896 -0.219 -0.351
H -0.020 -1.814 -1.568
H -1.715 -0.043 0.711
H 0.603 -0.098 -0.380
H -1.094 -1.797 2.453
H -2.187 1.161 -2.212


Record 9
This record from the Open Molecules 2025 dataset describes 3 unconnected molecules or ions with the total composition C5H17NO2. The level of theory is ωB97M-V/def2-TZVPD.

Computed properties:
* energy: -405.90140 Eh
* SMILES: CC(C)N(C)C.O.O
* E_LUMO: 0.63 eV
* gap between HOMO and LUMO: 8.8666 eV
* energy relative to the best compared isomer or geometry (same formula, charge and spin): 25.8 kcal/mol
* net charge: 0

Positions of all 25 atoms, in Å:
O: 0.1959 0.7292 3.1055
O: -1.2782 -1.9138 3.0740
N: -0.3479 0.7135 -1.2691
C: 1.5479 -0.3379 0.0275
C: 0.2715 -1.6018 -1.7842
C: -1.4509 0.3865 -0.3615
C: 0.7392 -0.2416 -1.2653
C: -0.0070 2.0974 -1.3830
H: -0.8781 2.7193 -1.2327
H: -1.1372 -0.1590 0.5148
H: -1.0672 -1.0081 3.3649
H: -1.9424 1.2995 -0.0191
H: -0.3430 -2.0816 -1.0204
H: 1.0705 -2.2521 -2.0859
H: 2.6075 -0.4796 -0.1073
H: 0.5928 1.3831 2.5191
H: 1.2501 -1.2201 0.5996
H: 1.3647 0.5295 0.6395
H: 0.3538 2.3576 -2.3734
H: -2.2150 -0.1494 -0.9183
H: 0.7778 -0.0359 3.0296
H: 0.7714 2.4703 -0.6844
H: -1.8384 -1.8806 2.2925
H: -0.4346 -1.4252 -2.5908
H: 1.3968 0.1007 -2.0716

Atomic forces in eV per Å
O 0.113 -0.050 0.015
O 0.329 0.019 0.360
N -0.748 -0.401 0.448
C -0.503 -0.723 0.290
C -1.268 0.558 0.762
C -0.046 0.765 -0.736
C 0.755 0.017 -1.404
C 0.641 0.533 0.267
H -0.316 0.046 0.117
H 0.129 -0.344 0.389
H -0.488 -0.344 -0.545
H 0.148 0.005 0.060
H 0.207 -0.328 0.170
H 0.394 -0.258 -0.077
H 0.434 0.242 -0.337
H -0.138 -0.002 0.083
H -0.266 0.065 0.147
H 0.160 0.415 0.223
H 0.170 -0.208 -0.335
H -0.137 -0.443 0.164
H 0.057 0.017 -0.024
H -0.150 -0.215 0.076
H 0.086 0.383 0.149
H 0.233 -0.044 -0.440
H 0.203 0.294 0.178